Model one:
19
Properties=species:S:1:pos:R:3:lowdin_charge:R:1 method="wB97M-V/def2-TZVPD" smiles=N[C@H]1[C@H]2CCCO[C@H]12 homo_lumo_gap_ev=9.40 homo_energy_ev=-8.4 lumo_ha=0.03825
C -0.53968 -0.61803 1.56471 -0.17
C -0.53516 -0.89943 -0.09561 -0.13
C -0.88665 -0.02127 -1.31022 -0.23
C 0.45555 0.60644 -1.98538 -0.16
C 1.68197 0.10167 -1.26852 -0.12
C 0.20571 0.33720 0.62505 -0.31
H -2.11888 0.48030 2.03697 0.07
H -2.19413 -1.03154 2.83696 0.06
H 0.04913 -1.37993 1.92535 0.09
H -0.05754 -1.83267 -0.59367 0.15
H -1.62472 0.82544 -1.05947 0.12
H -1.55521 -0.72576 -1.98429 0.12
H 0.38813 0.59067 -3.12452 0.14
H 0.57718 1.54250 -1.47546 0.09
H 2.54361 0.77931 -1.54005 0.14
H 1.86675 -0.83291 -1.64404 0.08
H -0.43377 1.16457 0.37076 0.11
N -1.62922 -0.27966 2.50790 0.05
O 1.45920 0.66729 0.18951 -0.09

---

Model two:
19
Properties=species:S:1:pos:R:3:lowdin_charge:R:1 method="wB97M-V/def2-TZVPD" smiles="C=CCC[C@@H](N)C=O" homo_lumo_gap_ev=10.61 homo_energy_ev=-9.6 lumo_ha=0.03754
O 0.97091 3.64071 0.38492 0.05
C 0.72928 2.61122 -0.19035 -0.24
C 0.35542 1.22484 0.41758 -0.37
C -0.61977 0.64126 -0.60335 -0.19
C -1.30495 -0.59864 -0.12349 -0.23
C -0.46566 -3.01768 -0.18658 0.02
C -0.40393 -1.73204 0.22711 -0.18
N 1.64389 0.57671 0.46866 0.06
H 1.05609 2.62857 -1.28611 0.14
H -0.11155 1.35470 1.37203 0.14
H 0.01257 0.32428 -1.44786 0.13
H -1.46303 1.35701 -0.80406 0.14
H -1.95596 -0.36915 0.72391 0.13
H -1.87868 -0.78565 -0.94009 0.08
H -1.19942 -3.32328 -0.93351 0.05
H 0.13229 -3.81275 0.32431 0.07
H 0.42251 -1.50096 0.86564 0.06
H 2.37741 1.12099 0.87371 0.08
H 1.70258 -0.34011 0.85752 0.05

---

Model three:
19
Properties=species:S:1:pos:R:3:lowdin_charge:R:1 method="wB97M-V/def2-TZVPD" smiles="C=C(C)O/C(C)=C/N" homo_lumo_gap_ev=7.73 homo_energy_ev=-6.7 lumo_ha=0.03597
C -1.34891 -0.78979 1.48070 -0.08
C 2.76256 -0.57898 -0.40012 -0.01
C -0.91059 -0.84614 0.04387 -0.28
C 1.34147 -0.19409 -0.16490 -0.40
N -2.30633 1.02476 -0.70806 0.09
C -1.14944 0.23661 -0.82203 -0.21
C 0.81667 1.08198 -0.24559 -0.01
O 0.51645 -1.22906 -0.08417 -0.03
H -2.80536 0.93752 0.16615 0.08
H -2.70706 1.36011 -1.56993 0.09
H -0.83398 0.12258 -1.85419 0.13
H -1.26235 0.19825 1.96229 0.07
H -2.39487 -1.09872 1.53829 0.07
H -0.78127 -1.50271 2.07650 0.08
H 3.20408 -0.90852 0.54299 0.09
H 2.82487 -1.41044 -1.10176 0.08
H 3.33836 0.26558 -0.77266 0.08
H 0.23374 1.48455 0.57401 0.08
H 1.46196 1.84651 -0.66138 0.06

---

Energy relative to the most stable one, in kJ/mol: model one 384.3; model two 0.0; model three 160.0

---

Model one:
19
Properties=species:S:1:pos:R:3:lowdin_charge:R:1 method="wB97M-V/def2-TZVPD" homo_lumo_gap_ev="8.13 / 7.12" homo_energy_ev="-7.4 / -6.9" lumo_ha="0.02655 / 0.00834"
C -2.24664 -0.46175 1.09059 -0.08
C 2.21423 0.73215 -1.50065 -0.13
C -3.06990 0.55145 0.35629 -0.16
N -0.26581 -0.77290 0.37206 0.18
C 0.10046 0.40118 0.60755 -0.46
C 1.99912 -0.22534 -0.38624 -0.23
C 2.82654 -1.11912 0.11021 -0.04
O 0.13469 1.42713 1.16790 0.16
H -0.40161 -1.12174 -0.56151 0.11
H -2.01238 -0.22883 2.12446 0.07
H -2.53800 -1.49946 0.95823 0.06
H 3.22143 0.62507 -1.92793 0.07
H 1.48195 0.59013 -2.30018 0.07
H 2.11783 1.76230 -1.14826 0.07
H 3.82444 -1.26566 -0.31032 0.05
H 2.52407 -1.85676 0.84341 0.04
H -4.10274 0.56959 0.73316 0.08
H -3.13164 0.33083 -0.71208 0.07
H -2.67605 1.56174 0.48329 0.07

---

Model two:
19
Properties=species:S:1:pos:R:3:lowdin_charge:R:1 method="wB97M-V/def2-TZVPD" smiles="C=NC(C)(C)C(=C)O" homo_lumo_gap_ev=10.01 homo_energy_ev=-9.1 lumo_ha=0.03198
C -0.17231 -0.00050 0.11764 -0.50
C -1.42322 -0.83197 -0.15795 -0.03
C -0.28278 0.79551 1.41525 -0.03
C 1.06702 -0.80678 0.06232 -0.32
C -0.70599 1.90273 -1.33509 -0.07
C 2.12994 -0.78599 -0.71237 0.07
O 0.89923 -1.75275 1.17591 -0.02
N 0.07948 0.95551 -1.12421 0.05
H 1.49544 -2.49632 1.02357 0.09
H -1.31393 -1.38492 -1.08851 0.09
H -1.58187 -1.53026 0.65989 0.08
H -2.28800 -0.17552 -0.24354 0.08
H -1.15207 1.45002 1.38280 0.07
H -0.39115 0.10734 2.24945 0.09
H 0.60954 1.39903 1.56671 0.09
H -0.52567 2.53865 -2.19699 0.07
H -1.57513 2.17133 -0.71873 0.08
H 2.19733 -0.06416 -1.50423 0.05
H 2.93413 -1.49095 -0.57193 0.06

---

Model three:
19
Properties=species:S:1:pos:R:3:lowdin_charge:R:1 method="wB97M-V/def2-TZVPD" homo_lumo_gap_ev=8.05 homo_energy_ev=-7.5 lumo_ha=0.01905
C -0.86971 1.69905 -0.75712 -0.03
C -1.04872 0.17677 -0.17248 -0.29
C -0.84098 -0.82882 -1.37995 0.01
C 0.44732 -0.52858 -0.56788 -0.49
C 1.39959 0.42990 -0.05100 -0.18
C 0.76709 0.60931 1.32320 -0.16
H -1.90829 2.66408 -0.34134 0.20
H 0.33817 2.06019 -0.12294 0.14
H -0.42462 1.44464 -1.58451 -0.05
H -1.40969 -1.77299 -1.17461 0.13
H -1.08091 -0.31377 -2.19803 0.04
H 0.53246 -2.49517 -0.65531 0.24
H 2.27259 -0.32474 -0.06394 0.15
H 1.76015 1.30246 -0.50555 0.09
H 1.36356 0.20345 2.08357 0.09
H 0.82861 1.58047 1.71324 0.08
H -0.78764 -0.83940 1.71721 0.06
N -0.79379 0.08250 1.34886 0.05
O 0.61807 -1.67905 0.16519 -0.09

---

Energy relative to the most stable one, in kJ/mol: model one 375.6; model two 0.0; model three 827.9

---

Model one:
9
Properties=species:S:1:pos:R:3:lowdin_charge:R:1 method="wB97M-V/def2-TZVPD" homo_lumo_gap_ev="7.77 / 7.77" homo_energy_ev="-3.5 / -3.5" total_charge=-1 lumo_ha="0.15539 / 0.15547"
N 0.76265 0.27688 0.94887 -0.16
N -0.52225 -0.80006 -1.15434 -0.15
O 2.07104 -0.99125 -0.92181 -0.44
O 0.85002 2.13014 -1.69979 -0.78
P 0.95038 -0.05081 -0.74566 0.49
H 1.70644 0.47670 1.25191 0.01
H 0.22765 1.13183 1.02141 0.00
H -1.27474 -0.14158 -1.02771 0.01
H -0.63892 -1.61974 -0.56701 0.02

---

Model two:
9
Properties=species:S:1:pos:R:3:lowdin_charge:R:1 method="wB97M-V/def2-TZVPD" homo_lumo_gap_ev=9.33 homo_energy_ev=-4.5 total_charge=-1 lumo_ha=0.17794
N -1.27297 0.24685 -0.57862 -0.17
N -0.16774 -0.63883 -0.73967 -0.28
O 1.37563 1.45014 0.16303 -0.46
O 2.18746 -0.95114 0.09030 -0.41
P 1.09026 -0.02720 0.22655 0.19
H -1.53518 0.34594 0.47490 0.02
H -1.08961 1.16003 -1.01069 0.05
H -0.50723 -1.51158 -0.32717 0.06
H -0.08063 -0.07419 1.70137 0.00

---

Energy relative to the most stable one, in kJ/mol: model one 159.7; model two 0.0